The following is a quantum chemistry calculation of a molecular structure, C3H5NS3 in a non-equilibrium geometry, from OMol25.

Highest occupied orbital energy = -8.214 eV

XYZ file:
```
12
Properties=species:S:1:pos:R:3:forces:R:3
C 3.044 0.642 0.096 -1.678 0.748 0.373
C 0.431 -0.226 0.069 -1.568 1.479 -0.574
C -0.627 -1.290 0.091 2.378 -0.746 -1.163
H 4.033 0.321 -0.184 0.478 0.098 0.480
H 2.735 1.534 -0.536 0.040 -1.561 0.323
H 2.837 0.994 1.148 0.932 -0.498 -1.004
H -0.241 -2.355 0.067 -0.445 1.174 0.152
H -3.843 -0.365 0.481 1.536 1.064 -1.253
N -1.868 -1.131 -0.091 0.686 -1.685 1.029
S 2.017 -0.903 -0.065 0.200 1.610 0.114
S -0.018 1.442 -0.049 1.247 -2.664 0.298
S -2.595 0.276 -0.003 -3.806 0.979 1.225
```
Forces are in eV/Å.



The following is a quantum chemistry calculation of C2H6N4OS in the gas phase in a non-equilibrium geometry, from OMol25.

Highest occupied orbital energy = -8.651 eV

XYZ file:
```
14
Properties=species:S:1:pos:R:3:forces:R:3
N -0.572 -2.294 -1.839 0.493 0.257 0.346
N -0.335 -2.323 -0.458 -0.289 -0.756 0.589
C -0.117 -1.283 0.430 -0.652 0.709 -0.442
O -0.067 -1.380 1.644 0.054 -0.766 -0.616
N -0.027 -0.059 -0.227 -0.154 -0.460 -0.050
C 0.163 1.185 0.326 0.960 -0.623 1.153
N 0.373 1.223 1.668 -0.315 1.383 -0.798
S 0.337 2.512 -0.643 -0.300 0.142 -0.155
H -1.369 -1.740 -2.116 -0.084 0.192 0.085
H 0.271 -2.043 -2.333 -0.051 0.043 -0.189
H -0.623 -3.210 -0.066 0.275 0.305 0.337
H -0.139 -0.072 -1.225 0.069 0.239 -0.106
H 0.428 2.178 1.988 0.132 -0.162 0.218
H 0.224 0.490 2.337 -0.137 -0.503 -0.371
```
Forces are in eV/Å.



The following is a quantum chemistry calculation of a molecular structure, C22H26N2O3RhSSi, from OMol25.

⟨S²⟩ = 8.7876
2S+1 = 6
Highest occupied orbital energy (spin up / spin down) = -5.544 / -7.632 eV

XYZ file:
```
56
Properties=species:S:1:pos:R:3:forces:R:3
Rh 0.240 1.158 -1.001 0.129 -0.141 0.344
O -0.413 -0.605 -1.963 -0.064 0.108 0.039
N 0.516 -1.362 -2.550 0.034 -0.086 0.038
C 0.073 -2.520 -3.087 0.021 -0.030 0.006
C 0.923 -3.367 -3.737 -0.001 -0.018 0.017
C 2.273 -3.016 -3.835 -0.005 0.026 0.000
C 2.703 -1.843 -3.269 0.007 -0.026 -0.004
C 1.815 -0.985 -2.602 -0.010 0.085 0.054
S 2.344 0.480 -1.868 0.028 0.036 -0.070
H -0.984 -2.688 -2.949 0.000 0.011 0.003
H 0.537 -4.284 -4.158 0.006 0.001 -0.007
H 2.972 -3.659 -4.350 0.003 -0.009 0.010
H 3.739 -1.540 -3.316 0.003 0.001 0.001
C -0.939 2.849 -4.004 0.001 -0.051 -0.012
Si -0.919 3.028 -2.136 -0.173 0.386 -0.330
C -2.680 3.347 -1.571 -0.002 -0.104 0.055
C 0.123 4.535 -1.690 0.010 -0.008 0.025
H -1.400 3.737 -4.447 0.007 -0.009 -0.028
H -1.520 1.976 -4.309 -0.003 0.003 -0.007
H 0.067 2.743 -4.412 0.011 0.000 0.010
H -3.037 4.248 -2.079 -0.028 0.003 0.013
H -2.748 3.504 -0.495 0.003 0.007 0.019
H -3.346 2.523 -1.833 -0.001 0.009 -0.007
H -0.347 5.421 -2.130 0.024 0.018 0.004
H 1.139 4.459 -2.080 0.004 -0.002 -0.006
H 0.181 4.683 -0.611 -0.006 0.013 0.000
C -0.378 -2.775 3.864 0.005 -0.019 -0.096
O -0.429 -2.195 2.566 -0.037 0.160 0.039
C 0.799 -2.003 1.980 0.028 -0.035 -0.015
C 1.145 -2.842 0.932 0.016 -0.007 0.062
C 2.381 -2.744 0.311 0.040 0.012 -0.027
C 3.282 -1.783 0.747 -0.009 -0.070 -0.011
C 2.927 -0.915 1.762 -0.010 0.019 0.001
C 1.679 -0.985 2.383 -0.102 0.011 -0.018
N 1.397 -0.072 3.399 0.054 -0.016 -0.035
C 0.201 0.488 3.800 -0.020 0.016 0.053
C -0.988 0.688 3.054 0.006 0.021 0.065
C -2.192 0.864 3.763 -0.085 -0.029 -0.012
C -3.413 0.984 3.124 0.043 0.026 0.030
C -3.469 0.923 1.738 0.006 -0.026 -0.020
C -2.290 0.812 1.008 -0.061 0.011 -0.047
C -1.054 0.758 1.634 0.213 0.040 0.055
O 0.103 0.783 0.954 -0.115 -0.392 -0.143
H -1.407 -2.862 4.204 -0.001 0.008 -0.005
H 0.181 -2.154 4.565 0.042 0.058 0.011
H 0.079 -3.768 3.818 0.001 0.000 0.014
H 0.424 -3.594 0.640 0.001 -0.005 -0.002
H 2.643 -3.423 -0.491 -0.003 -0.011 -0.027
H 4.256 -1.691 0.284 0.002 0.001 -0.013
H 3.613 -0.134 2.070 -0.004 0.010 -0.010
H 2.219 0.327 3.824 0.002 -0.045 0.027
H 0.187 0.772 4.846 -0.008 0.009 -0.004
H -2.151 0.869 4.847 0.003 -0.008 0.001
H -4.317 1.111 3.705 -0.006 -0.025 0.003
H -4.419 0.971 1.223 0.007 0.014 -0.007
H -2.323 0.770 -0.076 -0.006 0.049 -0.039
```
Forces are in eV/Å.